(1)
A molecular structure, C3H8N2O2 in a non-equilibrium geometry. Source: the OMol25 dataset; level of theory: wB97M-V/def2-TZVPD.

Geometry as ORCA input:
```
! RIJCOSX wB97M-V def2-TZVPD def2/J DEFGRID3
* xyz 0 1
C -0.79 -0.68 0.17
C 1.21 -0.28 -1.37
C 0.41 0.15 -0.17
N -0.92 -1.21 1.40
O -1.07 0.84 -0.75
O -1.44 1.71 0.28
N 0.84 0.91 0.82
H -0.58 1.73 0.79
H -1.44 -1.19 -0.54
H -0.31 -0.81 2.11
H -1.84 -1.51 1.69
H 1.66 1.46 0.56
H 0.64 -0.90 -2.07
H 1.54 0.61 -1.90
H 2.09 -0.84 -1.04
*
```

Energy ... -378.9154 Ha
LUMO ... 0.83 eV

Atom charges from the natural (NBO) analysis, given in e for atoms 1 to 8: number 1, C, carries 0.240; number 2, C, carries -0.651; number 3, C, carries 0.315; number 4, N, carries -0.733; number 5, O, carries -0.306; number 6, O, carries -0.475; number 7, N, carries -0.916; number 8, H, carries 0.465

(2)
A single FH2O2P molecule in a non-equilibrium geometry. Source: the OMol25 dataset; level of theory: wB97M-V/def2-TZVPD.

Geometry as ORCA input:
```
! RIJCOSX wB97M-V def2-TZVPD def2/J DEFGRID3
* xyz 0 1
O -0.82 1.65 -0.01
P -0.47 0.21 0.00
O 1.12 0.31 0.04
F 1.72 -0.97 0.04
H -1.00 -0.51 -1.05
H -0.55 -0.70 0.98
*
```

Energy ... -592.7736 Ha
SMILES ... O=[PH2]OF
LUMO ... -0.08 eV

natural (NBO) analysis output, partial charges in e: number 1, O, carries -1.011; number 2, P, carries 1.778; number 3, O, carries -0.404; number 4, F, carries -0.136; number 5, H, carries -0.106; number 6, H, carries -0.121

(3)
2 unconnected molecules or ions with the total composition C4H14N2O in a non-equilibrium geometry. Source: the OMol25 dataset; level of theory: wB97M-V/def2-TZVPD.

Geometry as ORCA input:
```
! RIJCOSX wB97M-V def2-TZVPD def2/J DEFGRID3
* xyz 1 2
N -2.29 -0.56 1.33
C -1.62 -0.62 0.03
C -0.14 -1.00 -0.04
N 0.86 0.09 -0.16
C 2.18 -0.56 0.21
C 0.71 0.75 -1.43
H -1.79 -1.20 1.94
H -2.03 0.27 1.85
H -2.06 -1.44 -0.55
H -1.91 0.29 -0.52
H 0.13 -1.64 0.81
H 0.07 -1.60 -0.98
H 2.37 -0.60 1.30
H 3.03 0.10 -0.05
H 2.27 -1.58 -0.24
H 1.78 0.73 -1.83
H 0.07 0.54 -2.31
H 0.55 1.85 -1.15
H -0.99 2.52 -0.03
H -0.41 1.36 0.82
O -0.80 2.30 0.97
*
```

Energy ... -345.1559 Ha
LUMO (alpha / beta) ... -3.10 / -8.35 eV
⟨S²⟩ ... 0.75

Atom charges from the natural (NBO) analysis, given in e for atoms 1 to 8: number 1, N, carries -0.755; number 2, C, carries -0.277; number 3, C, carries -0.283; number 4, N, carries -0.013; number 5, C, carries -0.472; number 6, C, carries -0.521; number 7, H, carries 0.346; number 8, H, carries 0.370

(4)
A molecular structure, C5H12N2O in a non-equilibrium geometry. Source: the OMol25 dataset; level of theory: wB97M-V/def2-TZVPD.

Geometry as ORCA input:
```
! RIJCOSX wB97M-V def2-TZVPD def2/J DEFGRID3
* xyz 0 1
C -0.21 -0.59 -2.19
C -1.53 -0.53 0.34
N 0.74 -1.35 -1.80
H 0.67 -2.32 -2.12
H 1.13 -1.07 -0.40
H -0.99 -0.91 -2.88
H -0.17 0.47 -1.94
H -1.54 -1.53 0.77
H -2.09 0.17 0.95
H -2.07 -0.55 -0.61
C 0.27 0.01 1.06
N 0.05 -0.08 2.44
C 0.36 1.41 0.56
C 1.32 1.85 -0.25
O 1.20 -0.85 0.65
H -0.01 -1.03 2.78
H -0.14 0.77 2.95
H -0.41 2.07 0.92
H 1.31 2.86 -0.64
H 2.11 1.20 -0.59
*
```

Energy ... -382.3391 Ha
LUMO ... 0.85 eV

Atom charges from the natural (NBO) analysis, given in e for atoms 1 to 8: number 1, C, carries 0.037; number 2, C, carries -0.788; number 3, N, carries -0.663; number 4, H, carries 0.363; number 5, H, carries 0.487; number 6, H, carries 0.165; number 7, H, carries 0.196; number 8, H, carries 0.189

(5)
2 unconnected molecules or ions with the total composition C4H12N2O in a non-equilibrium geometry. Source: the OMol25 dataset; level of theory: wB97M-V/def2-TZVPD.

Geometry as ORCA input:
```
! RIJCOSX wB97M-V def2-TZVPD def2/J DEFGRID3
* xyz 0 1
N 1.38 2.36 -1.77
C 0.37 1.65 -1.26
C 0.48 0.86 -0.11
C -0.38 0.97 1.09
C -0.33 -0.44 1.80
N -1.02 -1.50 1.05
H 1.26 3.14 -2.39
H 2.23 2.53 -1.27
H -0.56 1.65 -1.84
H 1.15 0.01 -0.34
H 0.03 1.70 1.81
H -1.42 1.07 0.71
H 0.73 -0.75 1.87
H -0.70 -0.32 2.81
H -0.88 -1.24 0.07
H -2.00 -1.37 1.25
O -0.37 -3.72 -1.22
H -0.27 -3.18 -0.43
H 0.31 -3.41 -1.83
*
```

Energy ... -344.2505 Ha
SMILES ... N/C=C/CCN.O
LUMO ... 0.79 eV

Atom charges from the natural (NBO) analysis, given in e for atoms 1 to 8: number 1, N, carries -0.770; number 2, C, carries 0.109; number 3, C, carries -0.488; number 4, C, carries -0.446; number 5, C, carries -0.208; number 6, N, carries -0.843; number 7, H, carries 0.394; number 8, H, carries 0.392

(6)
2 unconnected molecules or ions with the total composition CH8N2 in a non-equilibrium geometry. Source: the OMol25 dataset; level of theory: wB97M-V/def2-TZVPD.

Geometry as ORCA input:
```
! RIJCOSX wB97M-V def2-TZVPD def2/J DEFGRID3
* xyz -1 2
N 1.59 -2.87 -0.11
H 1.95 -2.13 0.53
H 1.17 -2.51 -0.96
H 0.69 -3.26 0.37
C -0.50 1.81 0.47
N -0.98 1.39 -0.84
H 0.58 1.84 0.68
H -0.97 2.78 0.57
H -0.98 1.22 1.32
H -1.98 1.23 -0.88
H -0.57 0.51 -1.15
*
```

Energy ... -152.3300 Ha
LUMO (alpha / beta) ... 4.73 / 4.55 eV
⟨S²⟩ ... 0.75

Atom charges from the natural (NBO) analysis, given in e for atoms 1 to 8: number 1, N, carries -1.394; number 2, H, carries 0.309; number 3, H, carries 0.299; number 4, H, carries 0.276; number 5, C, carries -0.651; number 6, N, carries -0.957; number 7, H, carries 0.188; number 8, H, carries 0.158

(7)
2 unconnected molecules or ions with the total composition H3NOS in a non-equilibrium geometry. Source: the OMol25 dataset; level of theory: wB97M-V/def2-TZVPD.

Geometry as ORCA input:
```
! RIJCOSX wB97M-V def2-TZVPD def2/J DEFGRID3
* xyz 0 1
N 1.18 -0.03 0.09
O -1.76 0.80 0.14
S -1.33 -0.70 0.37
H 1.56 -0.72 -0.72
H 1.65 -0.50 0.80
H -1.30 1.15 -0.69
*
```

Energy ... -529.8279 Ha
LUMO (alpha / beta) ... -1.76 / -1.76 eV

natural (NBO) analysis output, partial charges in e: number 1, N, carries -0.847; number 2, O, carries -0.832; number 3, S, carries 0.529; number 4, H, carries 0.327; number 5, H, carries 0.315; number 6, H, carries 0.508

(8)
2 unconnected molecules or ions with the total composition C4H11NO3 in a non-equilibrium geometry. Source: the OMol25 dataset; level of theory: wB97M-V/def2-TZVPD.

Geometry as ORCA input:
```
! RIJCOSX wB97M-V def2-TZVPD def2/J DEFGRID3
* xyz 0 1
C -0.58 -0.21 2.45
C -1.07 -0.50 1.06
O -2.15 -0.92 0.76
N -0.09 -0.41 0.08
C 1.19 0.26 -0.09
C 1.08 1.79 -0.15
O 0.47 2.19 -1.34
H -0.20 -1.08 2.95
H 0.20 0.63 2.63
H -1.54 -0.03 3.02
H -0.42 -0.85 -0.80
H 1.78 0.04 0.83
H 1.80 -0.22 -0.84
H 2.12 2.29 -0.17
H 0.47 1.90 0.78
H 1.20 2.39 -1.98
O 0.48 -1.98 -2.29
H 1.19 -1.80 -1.75
H 0.00 -2.74 -1.97
*
```

Energy ... -439.4487 Ha
SMILES ... CC(=O)NCCO.O
LUMO ... 0.58 eV

Atom charges from the natural (NBO) analysis, given in e for atoms 1 to 8: number 1, C, carries -0.742; number 2, C, carries 0.684; number 3, O, carries -0.598; number 4, N, carries -0.668; number 5, C, carries -0.234; number 6, C, carries -0.067; number 7, O, carries -0.711; number 8, H, carries 0.243